# 1
Formula: C5H9B2Be2ClF9NO6PS
Source: OMol25
Level of theory: ωB97M-V/def2-TZVPD

```
37
Properties=species:S:1:pos:R:3:forces:R:3
C -1.0721 0.1802 2.8658 0.12 -0.19 -0.44
O 0.1759 0.8763 2.8705 -0.85 -1.50 -0.64
B 1.2268 0.0496 3.1441 0.26 1.14 2.16
O 1.9037 0.1834 4.3114 -0.84 -1.10 -1.16
S 1.8273 -1.2709 1.9492 0.56 -0.32 -1.19
C 0.8356 -1.1482 0.3986 0.89 -0.61 -0.65
C 1.2821 -2.3878 -0.4437 0.23 0.71 -0.20
N 0.7689 -3.5133 -0.2669 -0.44 0.27 0.47
H -1.3946 -0.0243 1.7914 -0.24 0.72 -0.06
H -1.8161 0.8419 3.3367 -0.03 -0.59 -0.31
H -1.0487 -0.8135 3.4026 0.15 0.49 0.67
H 2.2257 -0.6972 4.5624 0.81 0.44 0.50
H 1.5480 -2.5302 2.4437 -0.41 0.47 -0.13
H 1.0411 -0.1972 -0.1310 -0.06 -0.15 0.58
H -0.2586 -1.1450 0.6297 -0.09 -0.20 -0.32
H 2.0985 -2.2142 -1.1743 -0.35 0.15 0.05
H 0.0682 -3.4065 0.4917 -0.17 -0.93 -0.16
B -3.7816 3.3875 0.2918 -1.74 -2.96 -0.83
O -2.7627 2.4521 0.8577 -0.64 0.58 0.27
C -2.0940 1.9492 -0.1550 0.51 -0.86 0.26
O -1.1764 1.1613 -0.0495 -0.62 -0.94 0.33
C -2.6430 2.5206 -1.4497 0.11 -0.72 -1.78
O -2.2434 2.2858 -2.5406 -0.08 -0.35 0.08
O -3.6330 3.3560 -1.1603 -0.07 1.02 1.28
F -3.4937 4.7761 0.7608 1.81 2.15 -0.38
F -5.0380 2.9935 0.6611 0.76 1.03 0.37
Be -1.4543 -2.0405 1.8438 2.79 -2.39 1.32
Cl -0.6351 3.8222 -0.4992 -0.48 4.87 0.97
F -0.3753 -3.7652 2.5885 -2.15 4.02 -1.44
Be -2.1517 5.4868 0.1028 0.50 -4.23 -0.28
F 1.8801 -2.4919 -5.0324 -0.88 0.97 -0.08
P 3.1554 -1.5980 -4.4973 0.86 -0.21 -1.76
F 2.2309 -1.2874 -3.1578 -1.57 -0.42 0.82
F 3.8368 -3.0521 -4.8536 0.97 0.07 0.93
F 2.3841 -0.3035 -5.1595 -0.90 0.23 1.05
F 4.3114 -0.9327 -5.4551 0.60 -1.00 -0.06
F 4.2718 -1.5027 -3.2784 0.70 0.33 -0.25
```
Forces are in eV/Å.

## Properties
* net charge: +1
* LUMO: -9.40 eV
* gap between HOMO and LUMO: 1.928 eV
* E_tot: -2879.64291 a.u.

=====

# 2
Formula: C5H9BF3O3PS3
Source: OMol25
Level of theory: ωB97M-V/def2-TZVPD

```
25
Properties=species:S:1:pos:R:3:forces:R:3
C -0.6465 2.5387 -3.4230 0.34 -0.11 0.56
C 0.2520 1.7123 -3.5534 0.11 -0.44 1.07
B 1.4134 0.6830 -3.2129 -2.05 2.00 -0.94
P 3.1050 0.8467 -4.1399 0.56 -0.72 -0.18
S 3.2538 -0.6052 -5.4549 -0.37 0.26 0.32
S 1.1304 -0.6554 -1.8931 4.14 -3.09 0.64
O 2.3001 -0.5399 -0.9839 -2.23 1.00 -1.00
O 1.0712 -2.0091 -2.4591 -1.36 2.25 0.26
C -0.3629 -0.2920 -0.8288 -2.41 0.44 1.24
F -0.0923 0.7615 0.0368 -0.44 -2.26 -1.51
F -0.6749 -1.4566 -0.1329 0.87 2.41 -1.08
F -1.4955 0.0579 -1.5473 2.05 -0.65 1.02
H -1.4390 3.2822 -3.1422 1.25 -1.20 -0.79
H 3.0941 2.1392 -4.7753 0.07 -0.42 0.84
H 4.1383 0.7878 -3.1387 -0.54 0.53 -0.45
C -0.3285 -0.7734 4.5391 0.04 -0.12 0.04
S -1.6053 0.3185 3.8829 -0.07 0.03 0.10
O -2.4855 0.7095 5.0193 0.15 -0.16 -0.19
C -2.4716 -0.9524 2.9410 -0.05 -0.13 -0.01
H 0.3157 -0.1917 5.1978 -0.10 0.06 -0.06
H -0.7878 -1.5855 5.1049 -0.06 0.07 -0.02
H 0.2646 -1.1760 3.7162 -0.03 0.05 -0.01
H -2.7966 -1.7531 3.6073 0.03 0.08 0.04
H -1.8095 -1.3496 2.1704 0.01 0.05 0.04
H -3.3426 -0.4972 2.4695 0.08 0.07 0.07
```
Forces are in eV/Å.

## Properties
* LUMO: -2.62 eV
* gap between HOMO and LUMO: 6.357 eV
* E_tot: -2281.82655 a.u.

=====

# 3
Formula: C5H9BN
Source: OMol25
Level of theory: ωB97M-V/def2-TZVPD

```
16
Properties=species:S:1:pos:R:3:forces:R:3
B 1.7306 0.9303 -0.0225 1.29 3.42 -0.37
C 0.7823 2.0570 0.0244 4.04 -1.24 -0.80
C 0.0736 0.9484 0.2699 -5.38 -2.01 1.16
C -0.2243 -0.5055 0.4471 -0.38 0.41 -0.16
C 2.8612 -0.0743 -0.0940 0.02 -0.50 0.15
C -2.3263 0.6584 -0.4628 -0.68 0.15 -0.82
N -1.2933 0.5112 0.5601 0.78 -0.22 0.25
H -0.3114 -1.1537 -0.4178 -0.08 -0.05 -0.22
H 0.0354 -1.0258 1.3611 0.16 0.05 0.30
H 2.6712 -0.8818 -0.8005 -0.07 -0.02 -0.14
H 3.0497 -0.5439 0.8736 -0.03 0.04 0.10
H 3.7922 0.4021 -0.3950 -0.02 0.23 -0.05
H -2.0701 0.0705 -1.3412 0.12 0.01 0.06
H -3.2873 0.3191 -0.0763 0.11 -0.05 0.10
H -2.4042 1.7062 -0.7517 0.04 -0.06 0.12
H -1.6418 0.7250 1.4941 0.08 -0.17 0.32
```
Forces are in eV/Å.

## Properties
* net charge: +1
* multiplicity: 3
* LUMO (alpha / beta): -3.13 / -7.00 eV
* gap between HOMO and LUMO (alpha / beta): 7.029 / 8.455 eV
* <S²>: 2.01
* E_tot: -274.96853 a.u.

=====

# 4
Formula: C5H9BrN3O2
Source: OMol25
Level of theory: ωB97M-V/def2-TZVPD

```
20
Properties=species:S:1:pos:R:3:forces:R:3
C 1.2521 -1.5621 0.0717 0.11 1.95 -2.60
N 0.9109 -0.2170 0.6303 0.77 -1.00 -0.82
O 0.2816 -0.3545 1.7646 -0.95 0.03 0.78
N -0.8841 -1.5716 1.9369 -0.88 0.85 0.24
O -0.6768 -2.2104 2.9072 0.36 -0.03 -0.22
C -1.9472 -1.4412 1.1786 -1.05 -1.66 0.38
C -2.0554 -0.6117 0.0279 0.53 2.42 -2.07
Br -3.8083 -1.0438 -0.7820 1.39 0.87 0.27
C -1.2718 0.3895 -0.5738 -2.35 -2.65 -0.31
N 0.1504 0.6490 -0.3435 -0.28 -0.18 1.60
C 0.3543 2.0135 0.1783 -0.11 1.60 -0.37
H 0.3142 -2.0929 0.2032 0.45 -0.95 -0.50
H 1.5544 -1.3949 -1.0678 -0.67 -0.70 2.44
H 2.1090 -1.9315 0.6255 -0.21 -0.15 0.07
H -2.8752 -2.1237 1.3482 2.26 1.08 0.25
H -1.6396 0.8966 -1.4997 0.33 -0.50 1.06
H 0.6591 0.5345 -1.2099 0.16 -0.02 -0.44
H -0.0038 2.0703 1.1843 -0.12 -0.45 0.71
H 1.4164 2.2768 0.1638 -0.31 -0.10 -0.23
H -0.2919 2.7327 -0.3533 0.58 -0.40 -0.24
```
Forces are in eV/Å.

## Properties
* net charge: +1
* LUMO: -4.99 eV
* gap between HOMO and LUMO: 8.365 eV
* E_tot: -3084.14171 a.u.